Density functional theory data (wB97M-V/def2-TZVPD) for 2 unconnected molecules or ions with the total composition C3H6O3.

Last column: natural (NBO) charge in e.
Geometry (Å):
C  -1.907  0.840  0.857  -0.73
C  -1.781  -0.520  0.312  0.45
O  -1.393  -0.824  -0.837  -0.55
H  -1.673  1.633  0.189  0.25
H  -2.994  0.975  0.914  0.24
H  -1.332  0.900  1.762  0.25
H  -2.343  -1.305  0.948  0.13
O  2.726  -0.500  -0.543  -0.57
C  2.021  0.325  0.041  0.65
O  0.651  0.459  -0.037  -0.75
H  2.407  1.209  0.525  0.11
H  0.059  -0.370  -0.268  0.51

Summary:
Kohn-Sham gap ... 10.67 eV
Energy above the lowest of the compared OMol25 structures with the same formula, charge and spin ... 188.5 kJ/mol
Structure (SMILES) ... CC=O.O=CO
Strongest force on any atom ... 3.50 eV/A
E_LUMO ... 0.19 eV
Total energy ... -343.5827 Ha